19
Properties=species:S:1:pos:R:3 method="wB97M-V/def2-TZVPD" orbital_gap_ev=11.531 total_charge=0 lumo_energy_ev=0.585 smiles="C[C@@H]1C[C@@]1(C#N)S(C)(=O)=O" fmax_ha_per_bohr=0.10135
C -2.52422 0.18927 -0.14247
C -1.14843 0.52878 -0.52022
C -0.32716 0.21463 -1.72145
C 0.10568 -0.33130 -0.37473
C 0.00197 -1.72286 -0.04719
N -0.16969 -2.86427 0.09284
S 1.69533 0.36134 0.07510
C 1.95529 0.14154 1.81049
O 1.54269 1.77867 -0.22028
O 2.73299 -0.34883 -0.63207
H -2.76171 -0.81807 -0.56235
H -3.17132 0.90573 -0.38604
H -2.69968 -0.04506 0.83172
H -0.79113 1.47111 -0.33318
H -0.80413 -0.42888 -2.40308
H 0.46137 0.80424 -2.18890
H 2.86497 0.51413 2.14669
H 1.13302 0.48985 2.46046
H 1.90415 -0.84003 2.11464